1.
{
  "formula": "C33H51F6N5O12S2",
  "method": "ωB97M-V/def2-TZVPD",
  "species": ["C", "C", "C", "C", "N", "O", "S", "O", "O", "C", "N", "C", "S", "N", "C", "C", "C", "O", "C", "N", "C", "O", "N", "C", "C", "C", "O", "C", "C", "O", "C", "F", "F", "C", "F", "F", "C", "F", "F", "C", "O", "O", "C", "C", "C", "C", "H", "H", "H", "H", "H", "H", "H", "H", "H", "H", "H", "H", "H", "H", "H", "H", "H", "H", "H", "H", "H", "H", "H", "H", "H", "H", "H", "C", "C", "C", "O", "H", "H", "H", "H", "H", "H", "H", "H", "C", "C", "C", "O", "H", "H", "H", "H", "H", "H", "H", "H", "C", "C", "C", "O", "H", "H", "H", "H", "H", "H", "H", "H"],
  "xyz": [[-0.53730, 4.16985, -2.64993], [-0.13008, 3.56577, -1.53734], [0.58535, 2.66426, -0.35633], [1.57359, 3.80903, 0.29887], [0.63515, 4.85974, 0.86253], [-0.53762, 2.60694, 0.56401], [-0.43009, 1.42678, 1.73586], [-1.50826, 1.76321, 2.73780], [0.82945, 1.77192, 2.51608], [-0.49192, -0.15730, 0.79787], [-1.84486, -0.73846, 0.50886], [-2.89956, -0.21431, 0.98674], [-4.25262, 0.35782, 1.75665], [-0.00408, -1.26284, 1.68577], [-0.63350, -2.60831, 1.51485], [-0.13775, -1.05344, 3.14703], [1.18483, -0.95700, 4.11590], [-1.24776, -1.00126, 3.81191], [0.23596, -0.04097, -0.70285], [1.03250, -1.12217, -1.18666], [1.60327, -2.11020, -0.72633], [2.18033, -2.88369, 0.12559], [-0.78190, -0.02095, -1.79517], [-1.84621, 0.92965, -1.94898], [-1.11920, -1.26837, -2.46820], [-1.30214, -1.32589, -4.10028], [-1.47471, -2.39736, -1.93256], [1.26986, 1.27521, -0.82485], [1.68517, 1.63969, -2.38165], [2.44025, 2.69555, -2.50519], [1.47914, 0.94427, -3.78423], [0.18890, 1.41596, -4.30348], [1.66320, -0.47416, -3.90722], [2.51992, 1.49914, -4.94339], [2.21241, 2.82528, -5.38800], [3.91825, 1.32396, -4.53928], [2.45573, 0.58027, -6.31286], [2.86258, 1.50742, -7.37562], [1.15026, 0.13253, -6.67455], [3.60400, -0.58166, -6.33941], [4.79799, -0.38074, -6.75315], [3.26479, -1.91802, -5.92599], [2.77729, 0.97874, -0.30100], [3.81813, 0.28233, -1.38448], [3.06590, 0.17242, 1.03331], [4.14978, 0.99719, 1.96729], [-0.69179, 4.76313, -3.62090], [2.28834, 3.37688, 1.09350], [2.22324, 4.34270, -0.48580], [0.64572, 4.84662, 1.89540], [1.02587, 5.77174, 0.56594], [-1.63346, -2.78971, 2.04968], [-0.67219, -3.03143, 0.44819], [0.10720, -3.33589, 2.06804], [2.03456, -1.52430, 3.58484], [1.43811, 0.12444, 4.41333], [0.89787, -1.50447, 5.11344], [-2.21816, 1.53145, -1.01627], [-1.77711, 1.74972, -2.78035], [-2.81587, 0.34245, -2.26231], [-2.16921, -2.06800, -4.35349], [-0.36992, -1.78076, -4.62206], [-1.63417, -0.31454, -4.54203], [3.39504, -2.02121, -4.95051], [3.37516, 1.97929, -0.17109], [3.36236, -0.50791, -2.05782], [4.72501, -0.21954, -0.84304], [4.34932, 1.08447, -2.04948], [2.22003, -0.10331, 1.73585], [3.60561, -0.85279, 0.85419], [4.16860, 0.58767, 3.05547], [5.19112, 0.70287, 1.52220], [4.01293, 2.13607, 1.90220], [-5.68178, -0.84810, 5.85461], [-4.93929, -0.13774, 6.97519], [-4.55763, 1.27896, 6.57549], [-3.76083, -0.87117, 7.30174], [-5.05526, -0.92697, 4.95972], [-5.93938, -1.86922, 6.15092], [-6.60116, -0.31759, 5.59135], [-5.56553, -0.11066, 7.87206], [-3.89235, 1.27388, 5.70545], [-4.01421, 1.77357, 7.38593], [-5.44329, 1.87333, 6.33411], [-3.19920, -0.90058, 6.51286], [-0.12463, -5.28444, 8.23141], [0.76399, -4.47102, 7.30380], [2.01257, -3.98207, 8.02101], [0.03284, -3.35126, 6.80916], [-0.46103, -4.67972, 9.08018], [-1.02378, -5.61934, 7.70607], [0.40349, -6.16149, 8.61550], [1.05031, -5.08015, 6.44113], [1.75070, -3.33193, 8.86249], [2.63625, -3.38896, 7.34558], [2.60470, -4.82011, 8.39874], [-0.22558, -2.80519, 7.56591], [-2.74599, 0.50296, -9.46770], [-2.37719, 1.57891, -8.45868], [-1.04264, 2.22248, -8.79701], [-2.30489, 1.00426, -7.15768], [-1.99874, -0.29767, -9.47614], [-3.70170, 0.04041, -9.20414], [-2.82426, 0.91768, -10.47637], [-3.15940, 2.34354, -8.43496], [-0.23646, 1.48147, -8.78107], [-0.78527, 2.98530, -8.05625], [-1.06799, 2.68920, -9.78551], [-1.61398, 0.32597, -7.16996]],
  "mulliken_charge": [-1.070, -0.714, 0.974, -0.506, -0.468, -0.513, 1.611, -0.717, -0.636, 1.071, -0.440, 0.279, -0.201, 0.104, -0.867, 0.282, -0.774, -0.540, 1.064, -0.753, 0.718, -0.563, 0.615, -0.694, 0.342, -0.978, -0.562, 2.562, -1.149, -0.644, 0.655, -0.271, -0.205, 0.320, -0.283, -0.273, 0.999, -0.324, -0.217, 0.178, -0.487, -0.489, -1.156, -0.838, 0.478, -1.276, 0.403, 0.136, 0.323, 0.265, 0.284, 0.264, 0.254, 0.301, 0.272, 0.145, 0.231, 0.190, -0.075, 0.487, 0.394, 0.104, 0.227, 0.347, 0.873, 0.026, 0.466, 0.243, -1.316, 0.572, 0.322, 0.346, 0.273, -0.998, 0.372, -0.984, -0.527, 0.101, 0.305, 0.377, 0.271, 0.090, 0.311, 0.370, 0.333, -1.291, 0.384, -1.258, -0.456, 0.346, 0.318, 0.375, 0.255, 0.333, 0.293, 0.386, 0.309, -1.252, 0.337, -1.096, -0.476, 0.307, 0.319, 0.393, 0.282, 0.187, 0.275, 0.420, 0.290],
  "largest_force_ha_per_bohr": 0.17941,
  "orbital_gap_ha": 0.308,
  "molar_mass_g_mol": 887.9,
  "spin_multiplicity": 1,
  "homo_ev": -9.607,
  "lumo_ev": -1.21
}

=====

2.
{
  "formula": "C33H51HgN4O2S2",
  "method": "ωB97M-V/def2-TZVPD",
  "species": ["Hg", "O", "C", "O", "C", "C", "C", "C", "C", "C", "S", "H", "H", "H", "H", "C", "C", "C", "C", "C", "N", "H", "H", "H", "H", "H", "H", "H", "H", "H", "C", "C", "C", "C", "C", "C", "C", "C", "N", "C", "C", "C", "C", "H", "H", "H", "H", "H", "H", "H", "H", "H", "H", "H", "H", "H", "H", "H", "H", "H", "H", "C", "C", "C", "C", "N", "C", "S", "N", "C", "C", "C", "C", "H", "H", "H", "H", "H", "H", "H", "H", "H", "H", "H", "H", "H", "H", "H", "H", "H", "H", "H", "H"],
  "xyz": [[1.12297, -1.28305, 1.12315], [2.34677, 2.94111, 3.67538], [2.54355, 1.92591, 2.97903], [1.68164, 1.15561, 2.48685], [3.99118, 1.61280, 2.62314], [4.82592, 2.69666, 2.36883], [6.14925, 2.53282, 1.98991], [6.65740, 1.24671, 1.84162], [5.84265, 0.15826, 2.09418], [4.50517, 0.30939, 2.50688], [3.63939, -1.14654, 2.92581], [4.40611, 3.68768, 2.48451], [6.77727, 3.39819, 1.81077], [7.68248, 1.09268, 1.52307], [6.22230, -0.84912, 1.97733], [0.40825, -6.18870, -2.29571], [0.69484, -5.73285, -0.86139], [1.39620, -6.83924, -0.06645], [-0.61002, -5.32370, -0.16266], [1.57660, -4.55272, -0.90138], [2.24561, -3.61988, -0.87729], [-0.26423, -7.04935, -2.27627], [1.32899, -6.47266, -2.80724], [-0.06564, -5.38574, -2.86039], [0.74884, -7.71765, -0.01458], [1.60877, -6.50019, 0.94750], [2.33805, -7.12439, -0.53729], [-1.27841, -6.18614, -0.10383], [-1.10561, -4.52510, -0.71258], [-0.40664, -4.96036, 0.84503], [1.06505, 1.40156, -6.22206], [1.40138, 0.99683, -4.80436], [2.72237, 1.01040, -4.37664], [3.00194, 0.66421, -3.04272], [4.42312, 0.67620, -2.52893], [1.98417, 0.30288, -2.19819], [0.59920, 0.23018, -2.58652], [0.36858, 0.62214, -3.95277], [-0.25399, -0.13618, -1.63621], [-1.64384, -0.50389, -1.74230], [-1.73999, -2.02732, -1.52792], [-2.37761, 0.18056, -0.58441], [-2.42822, -0.17678, -3.02995], [1.97031, 1.60402, -6.79841], [0.44638, 2.30381, -6.23421], [0.50297, 0.61461, -6.73291], [3.52250, 1.28599, -5.05823], [5.12757, 0.94277, -3.32032], [4.69737, -0.30481, -2.13478], [4.53570, 1.39099, -1.71034], [2.20779, 0.03242, -1.17047], [-0.63129, 0.66992, -4.35368], [-1.21862, -2.28108, -0.60271], [-1.24866, -2.54614, -2.35734], [-2.78356, -2.36445, -1.45922], [-1.88878, -0.07315, 0.35988], [-3.42817, -0.13122, -0.54416], [-2.33365, 1.26499, -0.71588], [-2.01503, -0.70161, -3.89109], [-2.42560, 0.89678, -3.22923], [-3.46968, -0.49621, -2.90644], [-5.35099, -0.73431, 2.35118], [-5.79308, 0.72071, 2.18567], [-4.64116, 1.72518, 2.04457], [-4.04246, 2.21338, 3.36588], [-3.12109, 1.28633, 4.02233], [-1.92325, 0.81961, 3.47428], [-1.66173, -0.85461, 3.47530], [-1.01135, 1.66295, 3.03809], [-1.06753, 3.12074, 3.00347], [-1.63086, 3.69679, 1.68606], [-0.55083, 4.23370, 0.74096], [0.25476, 3.13239, 0.05528], [-6.21310, -1.40495, 2.30226], [-4.83343, -0.91028, 3.29410], [-4.65178, -1.01221, 1.56215], [-6.42343, 1.01514, 3.03417], [-6.41943, 0.78911, 1.29147], [-5.00568, 2.60639, 1.50719], [-3.84815, 1.28227, 1.44149], [-4.85065, 2.40404, 4.07873], [-3.54291, 3.16057, 3.19377], [-3.60025, 0.48282, 4.39932], [-0.07009, 1.30890, 2.82120], [-0.03381, 3.44376, 3.13425], [-1.63035, 3.47857, 3.86751], [-2.34582, 4.49801, 1.90382], [-2.17602, 2.90323, 1.16885], [0.12476, 4.88409, 1.30780], [-1.03835, 4.85758, -0.01660], [0.75504, 2.49097, 0.78355], [1.02287, 3.56067, -0.59159], [-0.37919, 2.48962, -0.55988]],
  "lowdin_spin": [0.265, 0.003, 0.002, 0.019, 0.032, -0.005, 0.035, -0.003, 0.036, 0.030, 0.411, -0.001, 0.003, -0.001, 0.002, 0.000, 0.001, 0.000, 0.002, 0.009, 0.011, 0.000, 0.000, 0.000, 0.000, 0.000, 0.000, 0.000, 0.000, 0.002, 0.000, 0.000, -0.001, 0.000, 0.000, 0.003, 0.005, 0.002, 0.059, 0.005, 0.007, 0.001, 0.003, 0.000, 0.000, 0.000, 0.000, 0.000, 0.000, 0.000, 0.007, 0.000, 0.016, 0.000, 0.000, 0.003, 0.000, 0.000, 0.000, 0.000, 0.000, 0.000, 0.000, 0.000, 0.000, 0.001, 0.003, 0.032, 0.000, 0.000, 0.000, 0.000, 0.000, 0.000, 0.000, 0.000, 0.000, 0.000, 0.000, 0.000, 0.000, 0.000, 0.000, 0.001, 0.000, 0.000, 0.000, 0.000, 0.000, 0.000, 0.000, 0.000, 0.000],
  "charge": -2,
  "largest_force_ha_per_bohr": 0.01332,
  "s2": 0.768,
  "orbital_gap_ha": [0.169, 0.153],
  "molar_mass_g_mol": 800.5,
  "spin_multiplicity": 2,
  "homo_ev": [-0.570, -0.524],
  "lumo_ev": [4.03, 3.65]
}